Density functional theory data (the ωB97M-V functional and the def2-TZVPD basis) for C44H54BrCrN7O as an isolated structure.

E_LUMO (alpha / beta) = -3.3 / -3.5 eV
relative energy (zero: lowest compared OMol25 entry of this formula, charge and spin) = 13.6 kcal/mol
multiplicity = 4
Kohn-Sham gap (alpha / beta) = 0.2156 / 0.2070 Ha
strongest force on any atom = 0.7 eV/A
total charge = +1
⟨S²⟩ = 3.801
highest occupied orbital energy (alpha / beta) = -9.22 / -9.11 eV

Last column: Löwdin charge in e.
Atoms and positions in Å:
Cr -0.193 0.373 -0.126  0.959
C 3.996 0.217 4.488  -0.077
C 2.505 0.056 4.828  -0.172
C 1.669 -0.405 3.672  -0.117
C 1.011 -1.587 3.518  -0.130
C 0.980 -2.745 4.469  -0.195
C -0.077 -2.544 5.565  -0.074
C 0.236 -1.468 2.307  -0.220
C -0.684 -2.395 1.876  0.058
C -1.516 -2.255 0.776  -0.247
C -2.382 -3.293 0.291  -0.126
C -2.525 -4.658 0.895  -0.177
C -1.384 -5.588 0.462  -0.079
C -2.927 -2.834 -0.872  -0.124
C -2.404 -1.513 -1.075  -0.222
C -2.717 -0.713 -2.162  0.075
C -2.256 0.564 -2.378  -0.212
N -1.351 1.218 -1.576  0.014
C -1.314 2.499 -2.038  -0.269
C -0.610 3.529 -1.440  0.022
C 0.138 3.417 -0.294  -0.228
N 0.376 2.244 0.393  0.028
C 1.167 2.608 1.459  -0.204
C 1.659 1.748 2.409  0.059
C 1.301 0.418 2.543  -0.230
N 0.458 -0.252 1.707  0.030
C 1.413 4.031 1.452  -0.118
C 0.775 4.532 0.364  -0.117
C 0.745 5.956 -0.095  -0.181
C 1.932 6.285 -1.010  -0.075
C 2.128 4.787 2.528  -0.180
C 1.206 5.057 3.726  -0.074
C -2.144 2.647 -3.209  -0.121
C -2.729 1.439 -3.422  -0.116
C -3.665 1.047 -4.523  -0.180
C -2.921 0.361 -5.677  -0.076
C -2.337 3.919 -3.977  -0.182
C -3.388 4.827 -3.324  -0.076
N -1.544 -1.172 -0.064  0.019
C -3.840 -3.571 -1.803  -0.188
C -5.323 -3.321 -1.506  -0.076
H 4.491 0.871 5.207  0.077
H 4.130 0.643 3.492  0.069
H 4.504 -0.747 4.513  0.060
H 2.109 1.012 5.178  0.116
H 2.397 -0.649 5.652  0.106
H 1.964 -2.851 4.929  0.111
H 0.772 -3.672 3.932  0.101
H 0.163 -1.673 6.175  0.075
H -0.136 -3.416 6.218  0.076
H -1.060 -2.379 5.120  0.078
H -0.779 -3.307 2.450  0.115
H -3.478 -5.087 0.583  0.111
H -2.542 -4.585 1.984  0.112
H -1.419 -5.760 -0.616  0.073
H -1.457 -6.554 0.963  0.077
H -0.412 -5.150 0.704  0.062
H -3.441 -1.102 -2.866  0.115
H -0.674 4.507 -1.898  0.115
H 2.320 2.163 3.158  0.113
H 0.768 6.611 0.777  0.112
H -0.188 6.162 -0.621  0.107
H 2.877 6.096 -0.499  0.077
H 1.907 7.334 -1.307  0.077
H 1.910 5.672 -1.913  0.074
H 2.485 5.735 2.125  0.109
H 3.003 4.225 2.859  0.110
H 0.370 5.691 3.429  0.079
H 1.750 5.560 4.527  0.076
H 0.796 4.125 4.118  0.072
H -4.175 1.935 -4.899  0.110
H -4.434 0.376 -4.136  0.109
H -2.189 1.039 -6.118  0.078
H -3.618 0.053 -6.457  0.076
H -2.389 -0.525 -5.323  0.069
H -2.650 3.676 -4.993  0.109
H -1.385 4.449 -4.051  0.112
H -4.363 4.338 -3.319  0.078
H -3.481 5.767 -3.869  0.076
H -3.122 5.052 -2.290  0.071
H -3.636 -4.640 -1.719  0.108
H -3.622 -3.285 -2.834  0.108
H -5.572 -3.634 -0.491  0.077
H -5.949 -3.883 -2.200  0.076
H -5.571 -2.262 -1.600  0.075
O 1.571 -3.255 -4.901  0.114
C 1.316 -2.533 -3.805  -0.294
C 0.910 -3.081 -2.589  0.033
C 0.628 -2.235 -1.548  -0.108
N 0.705 -0.896 -1.621  -0.048
C 1.212 -0.402 -2.759  -0.687
Br 1.660 1.417 -2.818  0.945
C 1.501 -1.160 -3.872  -0.025
H 1.432 -4.196 -4.741  0.127
H 0.806 -4.151 -2.459  0.126
H 0.320 -2.645 -0.598  0.105
H 1.888 -0.702 -4.770  0.123
C 3.379 -3.571 1.087  -0.028
N 4.066 -2.292 0.982  -0.193
C 5.311 -2.127 1.722  -0.034
C 3.445 -1.247 0.457  -0.260
N 2.897 -0.359 -0.046  0.197
H 4.078 -4.373 0.852  0.094
H 2.555 -3.602 0.377  0.077
H 2.987 -3.728 2.096  0.085
H 6.037 -2.866 1.382  0.092
H 5.145 -2.258 2.793  0.077
H 5.712 -1.133 1.545  0.098

Forces on the atoms, in the same order (eV/Å):
Cr -0.349 -0.558 -0.201
C -0.074 0.022 0.017
C 0.129 -0.024 -0.209
C -0.041 0.025 0.021
C 0.112 -0.033 0.016
C -0.150 0.187 0.069
C 0.031 -0.039 -0.079
C -0.050 -0.102 -0.002
C 0.087 0.021 0.014
C -0.105 -0.076 -0.081
C 0.072 -0.018 0.061
C 0.155 0.098 -0.134
C -0.068 -0.014 0.039
C 0.121 -0.058 -0.131
C 0.033 -0.087 -0.003
C -0.007 0.072 -0.018
C 0.056 -0.111 -0.130
N -0.196 0.185 0.248
C -0.022 -0.076 -0.043
C 0.032 0.080 0.018
C -0.009 -0.030 -0.074
N 0.007 0.001 -0.037
C 0.171 -0.068 -0.085
C -0.064 0.025 0.026
C 0.027 -0.087 0.026
N -0.063 0.164 0.037
C -0.011 0.029 0.003
C 0.026 0.050 0.041
C 0.130 -0.101 -0.060
C -0.069 0.031 0.009
C -0.150 -0.081 0.013
C 0.071 0.014 -0.044
C 0.033 0.034 -0.040
C -0.051 0.014 -0.014
C 0.225 -0.069 -0.039
C -0.096 0.015 0.037
C -0.122 -0.025 0.220
C 0.056 -0.024 -0.091
N -0.087 0.151 0.230
C -0.176 0.118 0.163
C 0.053 -0.029 -0.052
H 0.009 -0.047 0.001
H 0.016 0.009 0.029
H 0.002 -0.021 -0.052
H -0.015 -0.012 0.046
H -0.036 0.054 0.050
H 0.005 -0.075 -0.018
H 0.075 -0.023 -0.013
H -0.022 -0.006 -0.006
H 0.007 0.022 0.000
H 0.010 -0.014 0.029
H 0.013 0.014 -0.014
H -0.037 -0.012 0.099
H -0.087 -0.021 0.015
H 0.020 0.017 0.019
H 0.015 0.012 -0.037
H -0.014 -0.016 0.001
H 0.049 -0.014 -0.011
H -0.032 -0.024 0.021
H -0.060 0.006 0.025
H -0.050 0.021 -0.006
H -0.033 0.045 0.062
H -0.009 -0.002 -0.019
H 0.021 -0.030 -0.014
H 0.012 0.003 0.024
H 0.081 -0.022 0.003
H 0.058 0.055 -0.032
H -0.002 -0.025 0.017
H -0.027 -0.006 -0.009
H 0.004 0.021 0.012
H -0.058 -0.009 0.033
H -0.064 0.052 -0.004
H 0.008 -0.024 0.004
H 0.036 0.007 0.002
H 0.004 0.016 -0.011
H 0.067 0.027 -0.040
H 0.000 0.001 -0.076
H 0.009 0.011 0.031
H -0.008 -0.012 0.021
H -0.018 0.010 -0.005
H 0.024 -0.004 -0.067
H 0.024 -0.070 -0.017
H 0.000 0.026 -0.016
H -0.027 0.028 0.028
H 0.011 -0.021 0.017
O 0.019 0.004 -0.041
C -0.019 -0.003 0.087
C 0.061 -0.131 -0.045
C -0.154 0.024 0.116
N 0.169 0.360 -0.134
C 0.043 0.083 0.125
Br 0.022 -0.046 -0.014
C 0.061 0.009 -0.099
H -0.004 0.007 0.021
H -0.002 0.038 0.021
H -0.085 0.010 0.002
H -0.012 0.005 0.013
C -0.013 0.075 0.073
N 0.026 0.047 -0.097
C -0.076 0.043 -0.047
C 0.037 -0.083 -0.015
N 0.304 -0.020 0.153
H -0.001 -0.003 -0.018
H -0.003 0.006 0.001
H -0.023 0.011 -0.003
H 0.006 -0.012 -0.003
H -0.001 -0.005 0.041
H -0.008 0.007 -0.005

=====

Density functional theory data (the ωB97M-V functional and the def2-TZVPD basis) for C44H54F2N8O3SeY as an isolated structure.

E_LUMO = -7.0 eV
relative energy (zero: lowest compared OMol25 entry of this formula, charge and spin) = 3.1 kcal/mol
multiplicity = 1
Kohn-Sham gap = 0.2368 Ha
strongest force on any atom = 0.5 eV/A
total charge = +3
highest occupied orbital energy = -13.44 eV

Last column: Löwdin charge in e.
Atoms and positions in Å:
Y 0.537 -1.133 0.810  1.585
C -2.674 6.118 1.491  -0.049
C -3.597 4.918 1.364  -0.165
N -2.883 3.703 0.915  -0.006
C -2.467 2.830 1.833  0.056
C -1.759 1.684 1.559  -0.015
C -1.328 0.836 2.718  -0.545
O -1.937 0.928 3.791  0.033
O -0.338 0.049 2.518  -0.158
C -1.479 1.355 0.208  -0.259
O -0.934 0.273 -0.169  -0.112
C -1.874 2.335 -0.786  -0.043
C -1.557 2.117 -2.135  0.102
C -1.944 3.021 -3.075  -0.181
F -1.675 2.773 -4.366  0.092
C -2.647 4.199 -2.748  -0.129
C -2.949 4.414 -1.415  0.071
C -2.578 3.491 -0.426  -0.102
N -3.041 5.136 -3.722  -0.086
C -2.292 5.300 -4.958  -0.138
C -2.418 6.735 -5.442  -0.071
N -3.877 7.075 -5.625  0.069
C -4.659 6.855 -4.355  -0.076
C -4.456 5.423 -3.894  -0.126
H -3.242 6.985 1.827  0.093
H -2.196 6.367 0.543  0.074
H -1.891 5.926 2.225  0.089
H -4.421 5.098 0.677  0.121
H -4.048 4.675 2.324  0.129
H -2.718 3.058 2.862  0.157
H -1.025 1.222 -2.428  0.144
H -3.446 5.335 -1.147  0.117
H -2.632 4.615 -5.746  0.139
H -1.237 5.098 -4.792  0.145
H -1.921 6.878 -6.399  0.146
H -2.022 7.439 -4.714  0.145
H -4.269 6.493 -6.370  0.188
H -3.975 8.043 -5.934  0.191
H -5.706 7.067 -4.565  0.145
H -4.278 7.568 -3.628  0.143
H -4.909 4.739 -4.627  0.146
H -4.991 5.280 -2.958  0.136
C 5.328 -1.930 -2.138  -0.036
C 4.680 -2.075 -0.755  -0.370
C 5.785 -2.332 0.275  -0.071
C 3.623 -3.163 -0.768  -0.133
C 4.018 -4.484 -0.600  -0.015
C 3.106 -5.530 -0.597  -0.052
C 1.771 -5.266 -0.820  -0.045
C 1.326 -3.961 -1.034  -0.157
C -0.123 -3.726 -1.446  -0.372
C -0.630 -4.788 -2.428  -0.054
C -1.106 -3.659 -0.275  -0.057
C 2.249 -2.896 -0.963  -0.196
N 1.713 -1.579 -0.939  -0.121
C 2.065 -0.548 -1.791  -0.267
C 2.310 -0.638 -3.163  -0.015
C 2.571 0.502 -3.911  -0.063
C 2.588 1.761 -3.324  -0.077
C 2.341 1.889 -1.961  -0.014
C 2.097 0.738 -1.262  -0.199
F 1.840 0.827 0.125  -0.059
H 6.055 -1.116 -2.135  0.092
H 4.598 -1.733 -2.921  0.060
H 5.856 -2.851 -2.396  0.093
H 4.190 -1.131 -0.501  0.106
H 6.470 -3.110 -0.066  0.084
H 5.394 -2.648 1.239  0.049
H 6.381 -1.430 0.421  0.091
H 5.068 -4.705 -0.457  0.119
H 3.446 -6.547 -0.452  0.116
H 1.068 -6.089 -0.872  0.115
H -0.162 -2.765 -1.963  0.127
H -0.773 -5.757 -1.948  0.082
H 0.073 -4.920 -3.250  0.097
H -1.592 -4.487 -2.845  0.087
H -1.089 -4.545 0.361  0.098
H -2.124 -3.505 -0.636  0.098
H -0.951 -2.806 0.407  0.005
H 2.292 -1.615 -3.630  0.128
H 2.769 0.405 -4.970  0.116
H 2.808 2.639 -3.915  0.108
H 2.366 2.845 -1.454  0.125
Se 3.455 -0.792 2.697  1.190
N 2.208 -2.040 2.279  -0.318
C 2.594 -3.178 2.839  -0.365
C 1.937 -4.437 2.700  -0.039
C 2.467 -5.507 3.340  -0.031
C 3.652 -5.415 4.153  -0.037
C 4.312 -4.248 4.307  0.007
C 3.801 -3.086 3.641  -0.371
N 4.370 -1.900 3.700  -0.191
H 1.061 -4.523 2.073  0.098
H 1.997 -6.477 3.232  0.121
H 4.017 -6.312 4.635  0.120
H 5.212 -4.155 4.898  0.130
N -2.108 -1.019 5.661  0.049
C -2.984 -1.996 4.936  -0.091
C -2.250 -2.452 3.682  -0.190
N -0.902 -2.963 3.917  -0.031
C -0.095 -2.127 4.808  -0.198
C -0.820 -1.674 6.068  -0.085
H -2.592 -0.652 6.479  0.184
H -1.922 -0.211 5.011  0.108
H -3.918 -1.496 4.688  0.140
H -3.190 -2.822 5.615  0.138
H -2.192 -1.601 3.002  0.094
H -2.844 -3.221 3.188  0.133
H -0.933 -3.916 4.259  0.121
H 0.221 -1.238 4.264  0.085
H 0.801 -2.677 5.094  0.127
H -0.229 -0.949 6.626  0.141
H -1.073 -2.506 6.725  0.138

Forces on the atoms, in the same order (eV/Å):
Y -0.145 -0.027 0.034
C 0.021 -0.005 -0.014
C 0.015 -0.011 0.001
N -0.004 0.014 0.030
C -0.051 0.061 -0.031
C 0.078 -0.037 -0.011
C 0.054 0.003 -0.177
O -0.003 0.077 -0.007
O 0.014 0.005 -0.140
C 0.009 0.009 0.012
O 0.050 -0.123 0.106
C -0.013 -0.079 -0.024
C 0.020 -0.057 0.011
C 0.011 0.001 -0.024
F -0.004 -0.031 -0.008
C -0.031 -0.042 -0.082
C -0.022 0.069 0.001
C -0.021 0.048 0.037
N 0.040 0.180 0.098
C -0.017 -0.013 0.001
C -0.028 -0.026 0.002
N 0.032 -0.008 0.054
C 0.028 -0.027 -0.016
C -0.001 -0.071 -0.031
H -0.003 -0.013 -0.005
H -0.003 -0.001 0.018
H -0.007 0.003 -0.006
H -0.011 -0.001 -0.016
H 0.011 -0.006 0.008
H -0.003 -0.001 -0.007
H -0.001 0.003 0.004
H 0.003 -0.015 -0.015
H -0.009 -0.014 -0.005
H 0.009 0.015 0.006
H -0.007 0.002 -0.008
H -0.011 0.015 0.013
H -0.007 -0.010 -0.017
H -0.001 0.018 -0.001
H -0.005 -0.001 -0.012
H 0.013 0.013 0.003
H -0.008 -0.027 -0.003
H 0.007 0.029 0.021
C -0.016 0.015 -0.045
C 0.006 -0.044 -0.002
C 0.020 0.067 -0.066
C 0.029 -0.012 0.006
C -0.006 -0.032 0.019
C 0.049 0.025 -0.008
C -0.055 0.004 -0.022
C -0.029 -0.025 0.000
C -0.013 -0.046 -0.022
C 0.003 0.022 -0.012
C -0.129 0.086 -0.082
C -0.178 -0.080 -0.135
N 0.170 0.152 0.106
C 0.049 -0.051 -0.068
C 0.002 0.005 -0.025
C 0.004 -0.010 -0.002
C 0.002 0.005 -0.026
C 0.046 0.034 0.068
C -0.051 0.021 -0.094
F -0.065 -0.100 0.071
H -0.012 -0.014 -0.004
H 0.039 -0.003 0.043
H -0.008 0.007 0.001
H -0.023 0.038 0.008
H -0.003 0.009 -0.002
H -0.071 -0.011 0.123
H -0.016 -0.017 -0.006
H -0.034 0.001 -0.002
H -0.007 0.014 -0.001
H 0.009 0.010 0.002
H 0.030 0.044 -0.009
H 0.008 0.013 0.000
H -0.002 -0.001 0.005
H 0.011 -0.003 0.007
H 0.080 -0.044 -0.066
H -0.030 -0.080 0.015
H -0.082 -0.024 0.203
H 0.008 0.010 0.000
H -0.005 -0.005 0.010
H 0.000 -0.009 0.009
H -0.005 -0.006 -0.012
Se -0.048 0.034 0.235
N 0.360 0.298 0.002
C 0.008 -0.108 0.003
C 0.003 0.074 0.032
C 0.047 -0.032 0.059
C -0.062 -0.062 -0.044
C -0.007 0.084 -0.003
C -0.067 -0.089 -0.012
N 0.027 0.010 -0.097
H -0.004 -0.010 -0.011
H 0.008 0.008 -0.001
H -0.002 0.009 -0.006
H -0.013 -0.017 -0.005
N 0.011 -0.207 0.108
C 0.047 0.035 0.035
C 0.034 -0.039 0.026
N 0.036 0.111 -0.046
C -0.044 -0.025 0.010
C -0.064 0.008 -0.022
H -0.002 -0.010 0.015
H 0.032 0.066 -0.055
H -0.002 0.011 0.002
H 0.003 -0.009 0.021
H 0.012 0.014 -0.029
H 0.000 -0.016 0.006
H -0.017 -0.005 -0.014
H 0.013 -0.007 -0.013
H -0.009 -0.016 0.014
H -0.007 0.012 -0.010
H -0.018 -0.004 0.014

=====

Question: What is the formula in the second record?
Answer: C44H54F2N8O3SeY